No. 1
The molecule C2H5FN2S. Source: OMol25; level of theory: ωB97M-V/def2-TZVPD.

Geometry as XYZ:
```
11
C2H5FN2S (ωB97M-V/def2-TZVPD)
C 0.26 0.50 -0.01
C 0.77 -0.90 -0.10
H -2.49 -0.45 1.27
H -1.28 1.64 -0.47
H 1.99 1.28 -0.09
H 0.37 -1.67 0.62
H 0.52 -1.27 -1.07
N -1.08 0.72 -0.11
N 0.98 1.55 0.05
F 2.14 -0.93 -0.01
S -2.18 -0.47 -0.08
```

As for the total energy: -686.73712 hartree. The value obtained for the orbital gap is 10.23 eV. The HOMO energy is -9.54 eV.



No. 2
A structure of composition C4H9N3O2. Source: OMol25; level of theory: ωB97M-V/def2-TZVPD.

Geometry as XYZ:
```
18
C4H9N3O2 (ωB97M-V/def2-TZVPD)
C -2.13 -0.49 -0.35
C 2.49 -1.41 0.97
N 1.39 -0.96 0.12
C -0.34 1.56 -0.48
C 0.36 -0.30 0.71
N -1.03 2.34 -1.35
O -0.83 -0.04 -0.73
N 0.58 1.53 0.30
O -0.16 -0.49 1.76
H 1.65 -0.58 -0.78
H -1.03 3.33 -1.12
H -1.84 1.96 -1.79
H -2.18 -1.57 -0.50
H -2.87 -0.02 -1.00
H -2.35 -0.25 0.69
H 3.16 -0.59 1.24
H 3.05 -2.18 0.44
H 2.09 -1.85 1.88
```

As for the total energy: -472.47129 hartree. The value obtained for the orbital gap is 9.74 eV. The HOMO energy is -8.95 eV.



No. 3
The molecule C4H6N2O. Source: OMol25; level of theory: ωB97M-V/def2-TZVPD.

Geometry as XYZ:
```
13
C4H6N2O (ωB97M-V/def2-TZVPD)
N 0.66 1.96 1.03
C 0.32 0.81 0.28
C 0.89 0.20 -0.80
C 0.16 -1.01 -1.04
C -0.80 -1.08 -0.07
O -1.77 -1.98 0.21
N -0.70 0.00 0.74
H 0.57 2.81 0.48
H 1.62 1.83 1.26
H 1.73 0.57 -1.38
H 0.33 -1.73 -1.84
H -1.72 -2.68 -0.45
H -1.26 0.21 1.55
```

As for the total energy: -340.76162 hartree. The value obtained for the orbital gap is 8.42 eV. The HOMO energy is -7.54 eV.



No. 4
The molecule C3H2O3. Source: OMol25; level of theory: ωB97M-V/def2-TZVPD.

Geometry as XYZ:
```
8
C3H2O3 (ωB97M-V/def2-TZVPD)
O 1.38 -0.52 1.83
C 0.43 -0.24 1.15
C 0.35 -0.50 -0.37
O 0.92 -1.37 -0.99
C -0.63 0.51 -0.95
O -1.63 0.75 -0.31
H -0.47 0.30 1.49
H -0.35 1.08 -1.85
```

As for the total energy: -341.17059 hartree. The value obtained for the orbital gap is 8.26 eV. The HOMO energy is -9.83 eV.



No. 5
A structure of composition C54H42F8O10V3. Source: OMol25; level of theory: ωB97M-V/def2-TZVPD.

Geometry as XYZ:
```
117
C54H42F8O10V3 (ωB97M-V/def2-TZVPD)
O -18.92 -15.12 6.61
V -20.45 -15.33 6.97
O -21.04 -13.92 7.50
O -22.55 -20.11 6.99
V -23.02 -19.01 8.06
O -24.43 -19.45 8.66
O -23.86 -19.97 0.31
V -24.96 -18.89 0.75
O -25.87 -18.45 -0.52
C -24.02 -18.04 4.78
C -24.30 -18.24 3.40
C -23.45 -17.28 2.37
O -23.73 -17.22 1.14
C -22.50 -16.41 3.02
C -22.32 -16.32 4.34
C -23.14 -17.17 5.29
O -22.98 -17.27 6.58
O -21.38 -15.54 4.75
O -25.09 -19.06 2.93
H -24.56 -18.72 5.43
H -21.90 -15.85 2.31
F -28.51 -19.88 6.94
C -28.61 -18.54 7.08
C -27.79 -17.77 6.35
C -27.72 -16.40 6.52
C -28.55 -15.79 7.45
C -29.43 -16.52 8.23
C -29.45 -17.95 7.99
H -27.02 -18.27 5.78
H -26.97 -15.89 5.93
H -28.58 -14.71 7.56
H -30.13 -16.09 8.93
H -30.11 -18.63 8.51
F -23.83 -16.97 9.35
C -24.39 -16.03 10.12
C -23.66 -15.13 10.92
C -24.33 -14.23 11.67
C -25.73 -14.11 11.54
C -26.48 -15.02 10.77
C -25.76 -15.95 10.06
H -22.58 -15.08 10.95
H -23.86 -13.56 12.37
H -26.33 -13.45 12.16
H -27.55 -14.98 10.67
H -26.12 -16.67 9.34
F -27.21 -17.60 1.80
C -28.33 -18.21 2.22
C -29.55 -17.92 1.64
C -30.68 -18.52 2.18
C -30.60 -19.36 3.26
C -29.33 -19.67 3.80
C -28.24 -19.02 3.30
H -29.82 -17.31 0.78
H -31.65 -18.27 1.76
H -31.46 -19.86 3.70
H -29.20 -20.41 4.57
H -27.30 -19.32 3.75
F -19.83 -17.75 6.51
C -19.37 -18.91 5.93
C -19.84 -19.26 4.66
C -19.49 -20.44 4.06
C -18.62 -21.29 4.62
C -18.04 -20.90 5.88
C -18.41 -19.75 6.56
H -20.54 -18.67 4.08
H -19.95 -20.73 3.13
H -18.32 -22.25 4.24
H -17.30 -21.54 6.33
H -17.98 -19.53 7.53
F -19.89 -14.00 -0.12
C -20.66 -14.33 -1.22
C -21.78 -15.10 -1.02
C -22.56 -15.44 -2.14
C -22.13 -14.97 -3.39
C -21.09 -14.11 -3.58
C -20.32 -13.85 -2.49
H -21.95 -15.49 -0.03
H -23.44 -16.06 -2.07
H -22.75 -15.33 -4.20
H -20.89 -13.59 -4.51
H -19.54 -13.11 -2.59
F -19.81 -21.33 0.08
C -19.30 -20.13 0.41
C -17.92 -19.87 0.58
C -17.46 -18.62 0.85
C -18.36 -17.52 0.89
C -19.72 -17.80 0.75
C -20.19 -19.08 0.59
H -17.24 -20.71 0.51
H -16.40 -18.51 1.03
H -17.96 -16.56 1.16
H -20.39 -16.95 0.80
H -21.25 -19.29 0.66
F -21.53 -25.59 3.61
C -22.04 -24.35 3.47
C -22.69 -23.67 4.55
C -23.23 -22.40 4.39
C -23.05 -21.78 3.16
C -22.34 -22.39 2.11
C -21.94 -23.74 2.22
H -22.72 -24.23 5.48
H -23.74 -21.97 5.24
H -23.41 -20.79 2.92
H -22.10 -21.79 1.24
H -21.42 -24.27 1.44
F -25.17 -9.51 2.43
C -24.32 -10.56 2.59
C -22.97 -10.29 2.93
C -22.14 -11.37 3.04
C -22.56 -12.65 2.74
C -23.92 -12.94 2.38
C -24.78 -11.84 2.26
H -22.57 -9.32 3.15
H -21.12 -11.15 3.30
H -21.86 -13.46 2.84
H -24.27 -13.94 2.17
H -25.81 -11.93 1.94
```

As for the total energy: -6465.86209 hartree. The net charge is +1. The value obtained for the orbital gap is 4.52 eV. The HOMO energy is -10.68 eV.



No. 6
A structure of composition C21H26AuClN4O2S. Source: OMol25; level of theory: ωB97M-V/def2-TZVPD.

Geometry as XYZ:
```
56
C21H26AuClN4O2S (ωB97M-V/def2-TZVPD)
Au -0.31 1.42 -1.34
O 0.91 0.47 0.68
N 0.26 0.94 1.78
C 0.90 0.73 3.01
C 0.34 1.20 4.17
C -0.86 1.90 4.17
C -1.51 2.07 2.91
C -0.96 1.58 1.74
S -1.89 1.78 0.23
H 1.82 0.17 2.95
H 0.88 1.02 5.10
H -1.31 2.28 5.08
H -2.45 2.58 2.83
C 4.47 3.62 -2.00
C 5.72 2.77 -1.71
C 6.69 3.67 -0.92
C 6.42 2.44 -3.04
C 5.40 1.45 -0.92
O 6.62 0.86 -0.44
C 4.39 1.65 0.22
C 4.83 2.36 1.52
C 3.93 3.53 1.84
C 2.54 3.37 1.81
C 1.69 4.43 2.08
C 2.24 5.67 2.38
Cl 1.19 7.02 2.72
C 3.62 5.86 2.41
C 4.45 4.78 2.13
C 4.87 0.30 -1.80
N 3.54 0.54 -2.33
C 2.40 0.51 -1.64
N 1.43 0.99 -2.40
C 2.03 1.27 -3.58
N 3.31 1.00 -3.59
H 4.76 4.45 -2.66
H 4.07 4.06 -1.08
H 3.68 3.07 -2.50
H 6.96 4.52 -1.54
H 7.61 3.15 -0.66
H 6.23 4.06 -0.01
H 6.77 3.36 -3.51
H 5.74 1.96 -3.75
H 7.28 1.79 -2.88
H 6.90 1.36 0.33
H 4.00 0.67 0.50
H 3.54 2.19 -0.19
H 5.86 2.73 1.48
H 4.81 1.63 2.33
H 2.09 2.42 1.55
H 0.62 4.29 2.04
H 4.02 6.83 2.63
H 5.53 4.93 2.15
H 4.83 -0.59 -1.18
H 5.54 0.10 -2.63
H 2.26 0.18 -0.62
H 1.51 1.70 -4.42
```

As for the total energy: -2179.37883 hartree. The net charge is -1. The value obtained for the orbital gap (spin up / spin down) is 3.26 / 6.14 eV. Its spin multiplicity is 2. The HOMO energy (spin up / spin down) is -0.89 / -3.77 eV.



No. 7
The molecule C16H25O6P. Source: OMol25; level of theory: ωB97M-V/def2-TZVPD.

Geometry as XYZ:
```
48
C16H25O6P (ωB97M-V/def2-TZVPD)
C 1.85 -1.82 -1.51
H 1.58 -0.91 -2.05
C 1.22 -1.81 -0.12
C 1.51 -3.11 0.62
H 2.58 -3.26 0.70
H 1.09 -3.08 1.62
H 1.08 -3.95 0.09
C -0.29 -1.59 -0.21
H -0.74 -1.68 0.78
H -0.74 -2.33 -0.88
O -0.60 -0.31 -0.75
P -1.07 0.87 0.24
O -1.21 0.47 1.64
O -2.42 1.41 -0.44
C -3.64 1.40 0.28
C -4.61 0.35 -0.29
C -5.98 0.53 0.35
H -6.68 -0.20 -0.05
H -6.38 1.53 0.16
H -5.92 0.39 1.43
C -4.08 -1.05 -0.06
H -3.97 -1.24 1.01
H -4.75 -1.79 -0.48
H -3.10 -1.17 -0.53
H -4.69 0.53 -1.37
H -4.07 2.40 0.18
H -3.44 1.18 1.33
C 0.12 2.22 -0.23
C 1.51 1.77 0.14
C 1.80 1.54 1.48
C 3.05 1.07 1.88
C 3.98 0.85 0.89
C 3.69 1.10 -0.45
C 2.46 1.56 -0.85
H 2.25 1.77 -1.89
O 4.79 0.80 -1.22
C 5.78 0.37 -0.31
O 5.27 0.39 1.00
H 6.09 -0.66 -0.57
H 6.66 1.03 -0.38
H 3.28 0.88 2.91
H 1.04 1.71 2.22
O -0.06 2.53 -1.58
H -0.18 1.70 -2.06
H -0.15 3.12 0.34
H 1.63 -0.97 0.46
H 2.94 -1.86 -1.43
H 1.50 -2.68 -2.07
```

As for the total energy: -1417.54866 hartree. The value obtained for the orbital gap is 8.94 eV. The HOMO energy is -8.16 eV.



No. 8
A structure of composition C53H47Br2FIN2O4SSbSiY. Source: OMol25; level of theory: ωB97M-V/def2-TZVPD.

Geometry as XYZ:
```
114
C53H47Br2FIN2O4SSbSiY (ωB97M-V/def2-TZVPD)
Y -0.79 0.65 -1.41
Br 3.77 1.09 -2.38
C 2.54 2.34 -3.15
Br 0.95 1.56 -3.91
H 3.04 2.83 -3.98
H 2.20 3.02 -2.36
C 4.45 2.06 4.15
C 3.21 1.30 4.60
C 3.57 0.12 5.48
C 2.32 -0.62 5.92
C 1.55 -1.07 4.72
C 0.73 -2.17 4.76
C 0.01 -2.56 3.63
F -0.79 -3.64 3.74
C 0.10 -1.90 2.44
C 0.95 -0.79 2.37
C 1.02 -0.04 1.13
O 0.49 -0.53 0.08
C 1.66 1.21 1.18
C 2.36 1.55 2.32
N 2.42 0.80 3.42
C 1.65 -0.36 3.50
C 1.61 2.25 0.09
O 2.36 3.20 0.10
O 0.69 2.02 -0.80
H 5.10 2.20 5.01
H 4.23 3.05 3.75
H 5.00 1.50 3.39
H 2.55 1.97 5.15
H 4.13 0.49 6.33
H 4.23 -0.55 4.92
H 1.70 0.04 6.53
H 2.57 -1.48 6.54
H 0.62 -2.73 5.68
H -0.46 -2.21 1.58
H 2.89 2.49 2.32
C -3.05 0.30 4.59
C -1.81 0.69 4.11
C -1.69 1.23 2.84
C -2.80 1.40 2.00
C -4.04 1.01 2.51
C -4.17 0.47 3.78
Si -2.51 2.10 0.26
C -4.26 2.39 -0.44
C -4.99 1.33 -0.98
C -6.27 1.50 -1.49
C -6.86 2.76 -1.47
C -6.15 3.83 -0.94
C -4.88 3.65 -0.43
C -1.83 3.85 0.52
C -1.87 4.49 1.76
C -1.39 5.79 1.91
C -0.87 6.47 0.82
C -0.83 5.86 -0.42
C -1.30 4.56 -0.56
H -3.15 -0.12 5.58
H -0.93 0.58 4.74
H -0.71 1.56 2.50
H -4.93 1.13 1.90
H -5.14 0.17 4.14
H -4.56 0.34 -1.00
H -6.82 0.66 -1.88
H -7.86 2.90 -1.86
H -6.61 4.82 -0.92
H -4.35 4.50 -0.02
H -2.28 3.98 2.62
H -1.44 6.27 2.88
H -0.50 7.48 0.94
H -0.42 6.38 -1.27
H -1.22 4.09 -1.54
N -3.99 1.04 -4.33
C -3.22 1.88 -3.66
O -2.15 1.51 -3.15
C -3.66 3.30 -3.53
I -3.18 4.37 -5.31
H -3.70 0.08 -4.45
H -4.85 1.35 -4.75
H -3.11 3.77 -2.72
H -4.73 3.39 -3.37
S -1.07 -1.92 -2.49
Sb 1.01 -2.87 -2.27
C 0.70 -4.83 -2.98
C 1.79 -5.70 -3.04
C 1.61 -6.99 -3.51
C 0.35 -7.42 -3.91
C -0.73 -6.55 -3.85
C -0.56 -5.26 -3.38
C 2.37 -2.19 -3.67
C 3.75 -2.31 -3.48
C 4.61 -2.04 -4.54
C 4.09 -1.63 -5.76
C 2.72 -1.51 -5.94
C 1.85 -1.79 -4.90
C 1.85 -3.28 -0.42
C 3.00 -2.64 0.02
C 3.59 -3.04 1.21
C 3.03 -4.07 1.95
C 1.88 -4.70 1.50
C 1.28 -4.31 0.32
H 2.77 -5.38 -2.73
H 2.45 -7.67 -3.56
H 0.21 -8.43 -4.27
H -1.71 -6.89 -4.16
H -1.40 -4.58 -3.33
H 4.15 -2.62 -2.53
H 5.67 -2.13 -4.40
H 4.77 -1.42 -6.58
H 2.33 -1.20 -6.90
H 0.78 -1.69 -5.05
H 3.44 -1.82 -0.54
H 4.50 -2.55 1.56
H 3.50 -4.39 2.87
H 1.44 -5.50 2.09
H 0.39 -4.83 -0.03
```

As for the total energy: -8970.21654 hartree. The net charge is +1. The value obtained for the orbital gap is 6.70 eV. The HOMO energy is -9.21 eV.